No. 1
The following is a DFT calculation (wB97M-V/def2-TZVPD) of C22H45N2OP3SeTb as an isolated structure in a non-equilibrium geometry.

The relative energy (zero: lowest compared OMol25 entry of this formula, charge and spin) comes out at 0.00 kcal per mole. The expectation value of S² is 12.700. The value obtained for the HOMO-LUMO gap (alpha / beta) is 6.13 / 6.48 eV. Its highest occupied orbital energy (alpha / beta) is -15.52 / -15.55 eV.

```
! wB97M-V def2-TZVPD RIJCOSX def2/J DEFGRID3
* xyz 3 7
Tb 0.0650 -0.5398 -0.5478
Se -0.8471 -1.3192 2.2142
P 2.5054 -0.1073 0.6426
P -3.1858 0.3106 -0.6952
P 0.7404 -3.1125 -1.2510
O 0.4817 0.5169 -2.2351
N 0.3504 -0.3606 4.7242
N -1.1530 0.9872 3.9295
C -0.5036 -0.1886 3.6644
C -0.8226 1.9342 -3.7873
C 0.7781 0.2463 -4.5002
C 1.9586 -3.1316 -2.6166
C 0.2998 0.7281 5.5911
C 0.1222 0.9197 -3.4675
C -0.6568 1.5807 5.0740
C -0.9967 2.3199 -5.1497
C -4.0051 -0.8489 0.3664
C 0.6025 0.6097 -5.8482
C 0.6317 4.2997 0.5988
C 3.1812 -1.4022 1.7306
C -0.5781 -4.1620 -1.9533
C -0.2865 1.6482 -6.1559
C -3.6307 0.0960 -2.3762
C -2.1696 1.5665 3.0867
C 2.5146 1.3582 1.7249
C 3.9073 0.2130 -0.4780
C 1.2239 -1.4946 4.9504
C 0.0120 3.9276 1.7066
C 1.5198 -4.2690 -0.0652
C -3.2115 2.0067 -0.1962
H 3.0673 -2.3874 1.2616
H 1.6843 3.9904 0.3884
H 1.1646 0.0475 -6.5972
H 2.5612 -4.0500 -2.5528
H -3.6742 2.4564 -1.0752
H -0.1684 -5.1734 -2.0698
H -3.8687 -1.8871 0.0248
H -0.4136 1.9164 -7.2201
H 1.1600 -1.7981 6.0034
H -1.0180 2.5192 5.4275
H 0.9063 -2.3270 4.3095
H -1.6889 3.1338 -5.4459
H 1.4182 -0.5676 -4.1836
H -3.1244 0.8298 -3.0127
H -1.0023 4.3090 1.9372
H -3.7334 -0.7102 1.4224
H -1.4465 -4.1963 -1.2829
H 2.6087 -4.1373 -0.0420
H 4.8384 0.3312 0.0925
H -0.9001 -3.7719 -2.9273
H 2.0974 1.1072 2.7080
H 1.4503 -3.0955 -3.5907
H 2.6220 -2.2574 -2.5389
H -3.4122 -0.9194 -2.7327
H -1.4125 2.4439 -3.0310
H 4.0122 -0.6329 -1.1706
H -2.2265 2.4704 0.0015
H 3.7081 1.1266 -1.0525
H -3.8332 2.0084 0.7003
H 1.1092 -4.0923 0.9371
H 4.2480 -1.2018 1.8877
H 1.9107 2.1739 1.3045
H -2.8579 2.1534 3.7084
H -2.7220 0.7621 2.5855
H -1.7175 2.2228 2.3289
H 0.5127 3.4069 2.5322
H 0.1247 4.8003 -0.2315
H 3.5460 1.7099 1.8556
H 1.2788 -5.2930 -0.3762
H -1.7567 0.2960 -0.7213
H 0.8923 0.7959 6.4554
H -4.7091 0.2836 -2.2671
H 2.2709 -1.2360 4.7356
H -5.0170 -0.4789 0.1368
H 2.6633 -1.4147 2.6964
*
```


No. 2
The following is a DFT calculation (wB97M-V/def2-TZVPD) of a 3-piece molecular cluster, C22H45N3O7P2 overall.

The expectation value of S² is 2.008. The value obtained for the HOMO-LUMO gap (alpha / beta) is 8.57 / 9.72 eV. Its highest occupied orbital energy (alpha / beta) is -8.16 / -9.39 eV.

```
! wB97M-V def2-TZVPD RIJCOSX def2/J DEFGRID3
* xyz 0 3
P 3.8736 -0.5630 0.0948
P 7.6636 -1.8654 1.9540
O 0.5969 -2.6270 1.2685
O 4.0690 1.0225 -0.1030
O -2.8651 1.3966 -2.0348
O 2.4574 -0.5059 0.8268
O 8.5827 -2.6344 1.0960
O 7.4363 1.4646 1.2936
O 5.7793 0.8078 2.6477
N -3.0188 2.6584 -2.1215
N 4.0193 -1.4981 -1.1111
N -0.6652 -2.4588 1.2834
C -0.6945 4.2400 -1.4858
C -0.2726 -1.7434 -1.0261
C -0.4638 -3.2504 3.5925
C -0.8043 3.4718 -2.8003
C 6.4572 -0.7658 1.0664
C -1.5313 3.5811 -0.3924
C -2.2684 -4.7106 0.4820
C 5.0049 -1.0722 1.4393
C -1.5808 -4.6635 1.8443
C -3.7801 4.6742 -0.8202
C -2.8709 4.5844 -3.7326
C -1.2733 -2.4194 -0.0921
C -2.2516 3.2664 -3.2614
C -1.3619 -3.2367 2.3609
C 4.8438 -0.2801 2.7444
C -2.5670 -1.5927 -0.1180
C -2.9958 3.3519 -0.7877
C -2.6885 -2.5898 2.7659
C -3.6678 2.4325 0.2270
C -2.3003 2.2925 -4.4331
C 6.6492 0.6298 1.6284
C -1.5183 -3.8645 -0.5435
H -1.8046 1.3551 -4.1981
H -2.1633 -5.2100 2.5907
H -0.6075 -5.1582 1.7714
H -3.1519 5.5377 -1.0306
H 4.1648 -1.0817 -2.0185
H -3.0591 -3.0985 3.6565
H -0.5499 -4.3304 -0.7501
H -0.7280 -1.6722 -2.0150
H 0.3497 4.2630 -1.1690
H 0.4713 -3.7702 3.4029
H -3.4601 -2.6617 2.0067
H -2.3035 -5.7447 0.1343
H -4.2401 4.8411 0.1535
H -0.9897 -3.7612 4.4005
H -2.5516 -0.8179 0.6482
H 2.2522 -1.2575 1.3990
H -2.5444 -1.5368 3.0111
H -1.7980 2.7512 -5.2865
H -2.6544 -1.0860 -1.0784
H -0.3366 2.4898 -2.6807
H 0.6584 -2.2977 -1.1046
H -0.0407 -0.7351 -0.6800
H 4.8334 -2.1467 1.5488
H -3.3316 2.0741 -4.7123
H 4.9674 1.2792 -0.3361
H -3.6917 2.9448 1.1904
H -3.1289 1.4966 0.3409
H -3.3083 -4.3840 0.5664
H 3.8571 0.1594 2.8614
H -3.4695 -2.1875 0.0153
H 8.2717 -0.9919 2.8750
H -1.0868 2.6130 -0.1407
H -4.5786 4.6411 -1.5603
H -3.9341 4.4572 -3.9402
H -2.0651 -3.8309 -1.4892
H 6.8008 -2.6338 2.7612
H -0.9920 5.2830 -1.6249
H 6.7286 -0.8808 0.0173
H -4.6919 2.2055 -0.0725
H -2.3782 4.8817 -4.6588
H -0.2355 -2.2338 3.9161
H -0.2626 3.9896 -3.5961
H 5.0615 -0.8743 3.6322
H -1.5181 4.1853 0.5189
H -2.7537 5.4022 -3.0287
*
```


No. 3
The following is a DFT calculation (wB97M-V/def2-TZVPD) of C22H45N4O2P2Yb as an isolated structure in a non-equilibrium geometry.

The relative energy (zero: lowest compared OMol25 entry of this formula, charge and spin) comes out at 0.00 kcal per mole. The expectation value of S² is 0.759. The value obtained for the HOMO-LUMO gap (alpha / beta) is 6.59 / 7.08 eV. Its highest occupied orbital energy (alpha / beta) is -12.47 / -13.01 eV.

```
! wB97M-V def2-TZVPD RIJCOSX def2/J DEFGRID3
* xyz 2 2
Yb 0.1474 -0.0610 0.4975
P 0.4436 1.8763 -1.6561
P -1.2659 -2.4842 -0.2293
O 2.1273 -0.0904 1.5341
O 1.6514 -1.2373 -1.5218
N 2.3505 0.4309 3.7428
N -1.4465 1.8071 3.5398
N -1.9467 0.4180 -0.7558
N 0.4397 1.0659 2.5253
C -3.0306 -4.5052 -1.0996
C 1.6595 0.4720 2.5856
C 1.6772 4.3883 -0.8502
C -1.9463 -3.5316 -1.5775
C -0.2025 -2.8214 2.3412
C 2.2703 2.0623 -3.7390
C 0.5611 1.4304 4.8877
C -2.8139 -1.6319 0.3410
C -1.0409 -3.5748 1.2829
C 0.8101 2.3496 -3.3914
C 0.3889 3.7666 -3.8225
C 3.7237 -0.0843 3.7404
C -0.8122 -4.2222 -2.3377
C -3.1532 -0.4049 -0.5052
C 2.9910 2.2758 -0.5011
C 1.5896 2.8868 -0.5549
C -0.4232 -4.9433 0.9636
C -2.2435 1.8499 -0.7196
C 0.6936 -0.6360 -1.9672
C 1.8320 0.9455 4.8898
C -1.1396 2.7366 -1.3288
C -0.1334 1.4626 3.6723
H -3.6463 -0.7043 -1.4607
H -0.6130 3.7465 -4.2706
H 0.0009 -3.4831 3.1989
H 3.9459 -0.5021 2.7568
H -2.3648 2.1124 0.3526
H -3.2324 -4.4609 -0.0205
H 0.0942 -0.9377 -2.8963
H 0.0508 1.7378 5.7926
H -1.1304 -4.3981 -3.3699
H 3.5910 2.5214 -1.3850
H -2.7140 -1.3230 1.3990
H -1.4996 3.1491 -2.2805
H -3.6395 -2.3526 0.3139
H 0.1860 1.6271 -3.9417
H -3.8860 0.2072 0.0371
H -1.1355 -5.5999 0.4470
H 0.7069 4.8963 -0.7795
H 2.9295 2.8585 -3.3760
H -0.9834 3.6199 -0.6817
H 1.0955 4.1148 -4.5866
H -1.5705 0.1600 -1.6913
H 2.9861 1.1872 -0.3856
H 0.1085 -3.6315 -2.3672
H -1.8978 2.2942 4.3067
H -3.2308 2.1053 -1.1803
H -2.4042 -2.7868 -2.2480
H 2.6317 1.0953 -3.3705
H -2.0557 -3.7416 1.7001
H 1.1416 2.7738 0.4543
H 3.8198 -0.8581 4.5166
H -0.5873 -5.1927 -1.8881
H -1.7355 2.0374 2.5753
H 4.3971 0.7491 3.9609
H 2.3207 4.8486 -0.0838
H -3.9758 -4.3090 -1.6227
H 3.5136 2.6805 0.3754
H 2.4951 0.9007 5.7410
H 0.4907 -4.8700 0.3543
H 2.3559 2.0603 -4.8330
H -2.7327 -5.5307 -1.3456
H 0.7811 -2.4866 1.9587
H 2.1358 4.5999 -1.8284
H -0.7374 -1.9562 2.7644
H -0.1586 -5.4529 1.9036
H 0.3947 4.4982 -3.0019
*
```


What did the second record say?
The following is a DFT calculation (wB97M-V/def2-TZVPD) of a 3-piece molecular cluster, C22H45N3O7P2 overall.

The expectation value of S² is 2.008. The value obtained for the HOMO-LUMO gap (alpha / beta) is 8.57 / 9.72 eV. Its highest occupied orbital energy (alpha / beta) is -8.16 / -9.39 eV.

```
! wB97M-V def2-TZVPD RIJCOSX def2/J DEFGRID3
* xyz 0 3
P 3.8736 -0.5630 0.0948
P 7.6636 -1.8654 1.9540
O 0.5969 -2.6270 1.2685
O 4.0690 1.0225 -0.1030
O -2.8651 1.3966 -2.0348
O 2.4574 -0.5059 0.8268
O 8.5827 -2.6344 1.0960
O 7.4363 1.4646 1.2936
O 5.7793 0.8078 2.6477
N -3.0188 2.6584 -2.1215
N 4.0193 -1.4981 -1.1111
N -0.6652 -2.4588 1.2834
C -0.6945 4.2400 -1.4858
C -0.2726 -1.7434 -1.0261
C -0.4638 -3.2504 3.5925
C -0.8043 3.4718 -2.8003
C 6.4572 -0.7658 1.0664
C -1.5313 3.5811 -0.3924
C -2.2684 -4.7106 0.4820
C 5.0049 -1.0722 1.4393
C -1.5808 -4.6635 1.8443
C -3.7801 4.6742 -0.8202
C -2.8709 4.5844 -3.7326
C -1.2733 -2.4194 -0.0921
C -2.2516 3.2664 -3.2614
C -1.3619 -3.2367 2.3609
C 4.8438 -0.2801 2.7444
C -2.5670 -1.5927 -0.1180
C -2.9958 3.3519 -0.7877
C -2.6885 -2.5898 2.7659
C -3.6678 2.4325 0.2270
C -2.3003 2.2925 -4.4331
C 6.6492 0.6298 1.6284
C -1.5183 -3.8645 -0.5435
H -1.8046 1.3551 -4.1981
H -2.1633 -5.2100 2.5907
H -0.6075 -5.1582 1.7714
H -3.1519 5.5377 -1.0306
H 4.1648 -1.0817 -2.0185
H -3.0591 -3.0985 3.6565
H -0.5499 -4.3304 -0.7501
H -0.7280 -1.6722 -2.0150
H 0.3497 4.2630 -1.1690
H 0.4713 -3.7702 3.4029
H -3.4601 -2.6617 2.0067
H -2.3035 -5.7447 0.1343
H -4.2401 4.8411 0.1535
H -0.9897 -3.7612 4.4005
H -2.5516 -0.8179 0.6482
H 2.2522 -1.2575 1.3990
H -2.5444 -1.5368 3.0111
H -1.7980 2.7512 -5.2865
H -2.6544 -1.0860 -1.0784
H -0.3366 2.4898 -2.6807
H 0.6584 -2.2977 -1.1046
H -0.0407 -0.7351 -0.6800
H 4.8334 -2.1467 1.5488
H -3.3316 2.0741 -4.7123
H 4.9674 1.2792 -0.3361
H -3.6917 2.9448 1.1904
H -3.1289 1.4966 0.3409
H -3.3083 -4.3840 0.5664
H 3.8571 0.1594 2.8614
H -3.4695 -2.1875 0.0153
H 8.2717 -0.9919 2.8750
H -1.0868 2.6130 -0.1407
H -4.5786 4.6411 -1.5603
H -3.9341 4.4572 -3.9402
H -2.0651 -3.8309 -1.4892
H 6.8008 -2.6338 2.7612
H -0.9920 5.2830 -1.6249
H 6.7286 -0.8808 0.0173
H -4.6919 2.2055 -0.0725
H -2.3782 4.8817 -4.6588
H -0.2355 -2.2338 3.9161
H -0.2626 3.9896 -3.5961
H 5.0615 -0.8743 3.6322
H -1.5181 4.1853 0.5189
H -2.7537 5.4022 -3.0287
*
```


Repeat the second record exactly.
The following is a DFT calculation (wB97M-V/def2-TZVPD) of a 3-piece molecular cluster, C22H45N3O7P2 overall.

The expectation value of S² is 2.008. The value obtained for the HOMO-LUMO gap (alpha / beta) is 8.57 / 9.72 eV. Its highest occupied orbital energy (alpha / beta) is -8.16 / -9.39 eV.

```
! wB97M-V def2-TZVPD RIJCOSX def2/J DEFGRID3
* xyz 0 3
P 3.8736 -0.5630 0.0948
P 7.6636 -1.8654 1.9540
O 0.5969 -2.6270 1.2685
O 4.0690 1.0225 -0.1030
O -2.8651 1.3966 -2.0348
O 2.4574 -0.5059 0.8268
O 8.5827 -2.6344 1.0960
O 7.4363 1.4646 1.2936
O 5.7793 0.8078 2.6477
N -3.0188 2.6584 -2.1215
N 4.0193 -1.4981 -1.1111
N -0.6652 -2.4588 1.2834
C -0.6945 4.2400 -1.4858
C -0.2726 -1.7434 -1.0261
C -0.4638 -3.2504 3.5925
C -0.8043 3.4718 -2.8003
C 6.4572 -0.7658 1.0664
C -1.5313 3.5811 -0.3924
C -2.2684 -4.7106 0.4820
C 5.0049 -1.0722 1.4393
C -1.5808 -4.6635 1.8443
C -3.7801 4.6742 -0.8202
C -2.8709 4.5844 -3.7326
C -1.2733 -2.4194 -0.0921
C -2.2516 3.2664 -3.2614
C -1.3619 -3.2367 2.3609
C 4.8438 -0.2801 2.7444
C -2.5670 -1.5927 -0.1180
C -2.9958 3.3519 -0.7877
C -2.6885 -2.5898 2.7659
C -3.6678 2.4325 0.2270
C -2.3003 2.2925 -4.4331
C 6.6492 0.6298 1.6284
C -1.5183 -3.8645 -0.5435
H -1.8046 1.3551 -4.1981
H -2.1633 -5.2100 2.5907
H -0.6075 -5.1582 1.7714
H -3.1519 5.5377 -1.0306
H 4.1648 -1.0817 -2.0185
H -3.0591 -3.0985 3.6565
H -0.5499 -4.3304 -0.7501
H -0.7280 -1.6722 -2.0150
H 0.3497 4.2630 -1.1690
H 0.4713 -3.7702 3.4029
H -3.4601 -2.6617 2.0067
H -2.3035 -5.7447 0.1343
H -4.2401 4.8411 0.1535
H -0.9897 -3.7612 4.4005
H -2.5516 -0.8179 0.6482
H 2.2522 -1.2575 1.3990
H -2.5444 -1.5368 3.0111
H -1.7980 2.7512 -5.2865
H -2.6544 -1.0860 -1.0784
H -0.3366 2.4898 -2.6807
H 0.6584 -2.2977 -1.1046
H -0.0407 -0.7351 -0.6800
H 4.8334 -2.1467 1.5488
H -3.3316 2.0741 -4.7123
H 4.9674 1.2792 -0.3361
H -3.6917 2.9448 1.1904
H -3.1289 1.4966 0.3409
H -3.3083 -4.3840 0.5664
H 3.8571 0.1594 2.8614
H -3.4695 -2.1875 0.0153
H 8.2717 -0.9919 2.8750
H -1.0868 2.6130 -0.1407
H -4.5786 4.6411 -1.5603
H -3.9341 4.4572 -3.9402
H -2.0651 -3.8309 -1.4892
H 6.8008 -2.6338 2.7612
H -0.9920 5.2830 -1.6249
H 6.7286 -0.8808 0.0173
H -4.6919 2.2055 -0.0725
H -2.3782 4.8817 -4.6588
H -0.2355 -2.2338 3.9161
H -0.2626 3.9896 -3.5961
H 5.0615 -0.8743 3.6322
H -1.5181 4.1853 0.5189
H -2.7537 5.4022 -3.0287
*
```